# 1
C5H6OS | the ωB97M-V functional and the def2-TZVPD basis

Spin multiplicity: 1
LUMO, eV: -0.03
Calculated total energy, a.u.: -667.46727
Energy above the lowest of the compared OMol25 structures with the same formula, charge and spin, kcal per mole: 44.5

Atoms and positions in Å:
C 0.591 0.009 0.010
C -0.496 -0.005 1.062
C -1.477 -0.979 0.406
C -0.498 0.549 -0.899
C -0.924 1.323 0.375
H -0.305 -0.101 2.137
H -2.488 -0.895 0.829
H -1.160 -2.035 0.460
H -0.315 1.010 -1.880
H -1.998 1.568 0.403
H -0.312 2.187 0.632
O -1.443 -0.528 -0.963
S 2.184 -0.181 -0.038

Cartesian forces, eV/Å:
0.648 -0.222 -0.074
0.058 -0.111 0.595
-0.180 -0.436 0.341
0.181 0.356 -0.453
-0.760 0.241 -0.135
0.025 0.001 -0.424
0.181 0.037 -0.223
-0.027 0.422 -0.012
-0.124 -0.338 0.480
0.338 -0.083 0.066
0.041 -0.179 -0.083
0.030 0.241 -0.095
-0.411 0.070 0.017

Löwdin charges, unit e, in atom order: atom 1 (C): -0.741, atom 2 (C): -0.239, atom 3 (C): -0.150, atom 4 (C): -0.276, atom 5 (C): -0.060, atom 6 (H): 0.150, atom 7 (H): 0.127, atom 8 (H): 0.132, atom 9 (H): 0.160, atom 10 (H): 0.129, atom 11 (H): 0.123, atom 12 (O): -0.094, atom 13 (S): 0.739

---

# 2
C18H21NO2 | the ωB97M-V functional and the def2-TZVPD basis

Spin multiplicity: 1
SMILES: COc1ccc(-c2cc3c(n2C(C)C)CCCC3=O)cc1
LUMO, eV: 0.71
Calculated total energy, a.u.: -903.71715
Energy above the lowest of the compared OMol25 structures with the same formula, charge and spin, kcal per mole: 28.6

Atoms and positions in Å:
O 0.028 0.972 4.612
O 4.322 0.344 -3.778
C -0.839 0.614 3.840
C 0.650 0.502 1.682
C -0.556 0.292 2.455
C 0.380 0.113 0.383
C -1.528 -0.169 1.593
C 2.734 -0.861 -2.457
C 3.065 1.468 -1.970
C 1.782 -0.960 -1.431
C 2.119 1.396 -0.926
C 3.397 0.339 -2.754
C 1.406 0.189 -0.680
N -0.940 -0.314 0.314
C 5.328 1.362 -3.809
C -1.665 -2.264 -0.996
C -2.965 -0.110 -1.190
C -2.318 0.630 4.338
C -2.928 -0.399 2.100
C -3.059 -0.502 3.642
C -1.576 -0.707 -0.964
H 1.630 0.816 2.036
H 2.987 -1.760 -3.040
H 3.501 2.458 -2.156
H 1.216 -1.850 -1.223
H 1.898 2.295 -0.384
H 4.871 2.249 -4.234
H 5.730 1.616 -2.792
H 6.161 1.088 -4.445
H -1.767 -2.600 -1.991
H -2.547 -2.574 -0.434
H -0.745 -2.709 -0.568
H -3.347 -0.348 -2.191
H -2.883 0.980 -1.100
H -3.726 -0.465 -0.473
H -2.797 1.603 4.032
H -2.350 0.530 5.420
H -3.365 -1.360 1.700
H -3.589 0.388 1.736
H -2.650 -1.415 3.997
H -4.106 -0.526 3.931
H -0.958 -0.348 -1.823

Cartesian forces, eV/Å:
0.225 -0.144 -0.044
0.073 -0.439 0.527
-0.398 1.047 1.380
-0.532 -0.534 0.069
0.458 0.088 -1.335
0.628 0.707 1.661
0.746 -0.149 -0.280
-0.008 -0.749 -0.043
-0.018 0.010 0.187
-0.113 1.989 -0.298
-0.172 -1.449 -1.088
-0.158 0.639 0.724
0.733 -0.124 -0.889
-0.953 0.666 0.285
-0.554 0.618 1.094
0.701 0.991 1.006
-0.176 0.461 0.409
0.173 0.264 -1.374
-0.929 -1.604 -0.716
0.096 0.943 -0.582
-0.242 -1.173 -0.232
-0.410 -0.022 -0.013
-0.084 0.522 0.278
0.020 -0.577 -0.021
0.255 -0.485 -0.182
-0.181 0.163 0.248
0.082 0.416 -0.012
-0.451 -0.382 -0.766
-0.147 -0.561 -0.108
-0.188 -0.446 -1.201
0.153 -0.158 0.144
-0.616 0.160 -0.146
0.305 0.004 0.187
-0.236 -0.125 -0.068
0.464 0.105 -0.214
0.613 -0.676 0.361
0.189 0.135 -0.005
0.467 0.881 0.123
-0.079 0.178 -0.014
0.510 -1.075 0.109
-0.200 0.132 -0.188
-0.047 -0.249 1.028

Löwdin charges, unit e, in atom order: atom 1 (O): 0.071, atom 2 (O): -0.100, atom 3 (C): -0.354, atom 4 (C): 0.054, atom 5 (C): -0.110, atom 6 (C): -0.189, atom 7 (C): -0.121, atom 8 (C): -0.002, atom 9 (C): -0.015, atom 10 (C): -0.015, atom 11 (C): -0.011, atom 12 (C): -0.270, atom 13 (C): -0.166, atom 14 (N): 0.037, atom 15 (C): -0.079, atom 16 (C): -0.039, atom 17 (C): -0.060, atom 18 (C): -0.102, atom 19 (C): -0.124, atom 20 (C): -0.194, atom 21 (C): -0.339, atom 22 (H): 0.124, atom 23 (H): 0.122, atom 24 (H): 0.109, atom 25 (H): 0.093, atom 26 (H): 0.108, atom 27 (H): 0.082, atom 28 (H): 0.107, atom 29 (H): 0.083, atom 30 (H): 0.059, atom 31 (H): 0.073, atom 32 (H): 0.081, atom 33 (H): 0.086, atom 34 (H): 0.089, atom 35 (H): 0.068, atom 36 (H): 0.138, atom 37 (H): 0.113, atom 38 (H): 0.122, atom 39 (H): 0.111, atom 40 (H): 0.104, atom 41 (H): 0.110, atom 42 (H): 0.148

---

# 3
C4H19N2O7 | the ωB97M-V functional and the def2-TZVPD basis

Spin multiplicity: 1
LUMO, eV: 3.28
Calculated total energy, a.u.: -800.10393
Energy above the lowest of the compared OMol25 structures with the same formula, charge and spin, kcal per mole: 0.0
Total charge: -1

Atoms and positions in Å:
C -0.149 0.059 -1.061
C -1.532 0.188 -1.609
C -2.578 0.904 -0.714
N -2.132 2.298 -0.454
N -0.064 -0.397 0.383
C 1.241 -0.912 0.792
O 2.156 -0.086 0.501
O 1.293 -1.879 1.577
H 0.484 -0.679 -1.579
H 0.324 1.042 -1.127
H -1.403 0.698 -2.587
H -1.952 -0.847 -1.657
H -3.583 0.975 -1.120
H -2.594 0.323 0.209
H -1.704 2.646 -1.300
H -1.497 2.373 0.323
H -0.870 -1.008 0.464
H 3.571 -1.921 -1.141
H 2.421 -1.024 -1.215
O 2.693 -1.910 -1.518
H -2.456 -2.295 1.597
H -3.110 -3.004 0.394
O -3.131 -2.194 0.903
H -0.084 -2.516 1.993
H -0.612 -3.958 2.200
O -0.926 -3.047 2.233
H 2.275 1.692 0.507
H 0.895 2.044 0.719
O 1.713 2.499 0.489
H 2.154 4.113 -0.934
H 0.783 3.859 -1.183
O 1.449 4.499 -1.480

Cartesian forces, eV/Å:
1.761 0.231 1.786
-1.630 -1.309 0.032
2.047 0.912 0.197
-0.940 -0.289 0.051
-0.684 -0.160 -1.406
-1.025 2.341 1.217
0.397 -1.387 -0.417
-0.018 -0.090 -0.546
-0.564 0.519 -0.706
0.299 -0.154 -0.068
-0.518 -0.581 0.244
0.253 0.540 -0.850
0.017 -0.448 -0.330
-0.363 0.323 0.100
0.213 0.246 0.118
0.266 -0.119 -0.002
0.443 -0.545 0.668
0.358 -0.357 0.200
-0.088 -0.207 0.111
-0.050 0.417 -0.471
0.172 -0.514 -0.188
0.225 -0.168 0.064
-0.510 0.660 -0.044
-0.316 -0.345 0.111
-0.178 0.177 0.013
0.639 0.087 0.067
-0.141 0.181 -0.178
-0.297 0.141 0.099
0.266 -0.185 0.204
0.143 0.346 -0.171
-0.165 0.341 -0.325
-0.011 -0.602 0.421

Löwdin charges, unit e, in atom order: atom 1 (C): -0.222, atom 2 (C): -0.207, atom 3 (C): -0.259, atom 4 (N): -0.007, atom 5 (N): 0.061, atom 6 (C): -0.692, atom 7 (O): -0.088, atom 8 (O): -0.011, atom 9 (H): 0.108, atom 10 (H): 0.089, atom 11 (H): 0.115, atom 12 (H): 0.111, atom 13 (H): 0.095, atom 14 (H): 0.084, atom 15 (H): 0.048, atom 16 (H): 0.046, atom 17 (H): 0.075, atom 18 (H): 0.027, atom 19 (H): -0.005, atom 20 (O): -0.079, atom 21 (H): -0.010, atom 22 (H): 0.024, atom 23 (O): -0.085, atom 24 (H): 0.005, atom 25 (H): 0.037, atom 26 (O): -0.122, atom 27 (H): 0.025, atom 28 (H): 0.011, atom 29 (O): -0.093, atom 30 (H): 0.014, atom 31 (H): 0.002, atom 32 (O): -0.098